No. 1
Below is a structure of composition C19H24NO7PdS3, with properties calculated with wB97M-V/def2-TZVPD.

Element x y z (Å)
H -3.637509 -0.048253 1.691343
C 3.589835 0.452239 0.957823
H 1.689543 -1.702262 -3.147436
C 2.557375 1.081676 0.301945
H 2.736290 1.187439 4.161107
C -0.251774 -2.516904 -2.692451
H 1.094736 -3.258448 3.035140
O -0.405541 2.835152 -0.339246
Pd -0.281448 0.539680 -0.181940
H -1.354818 1.149345 2.704564
H 0.110174 0.512270 -3.413500
H -1.240093 0.372624 -4.574906
C -1.026524 -2.943195 2.996556
C -2.065386 -2.182921 2.484925
H -3.217061 -0.577978 0.057384
C 1.677951 1.820321 2.410965
O 0.366574 4.075788 1.523268
C -0.480237 -0.942101 1.196379
H 1.602920 -1.500057 1.404813
O -1.553143 -0.374736 -1.391838
H 4.313574 -0.111084 0.382981
H -2.542030 2.882646 -0.267101
O 1.716298 3.964253 -0.539341
H 1.252105 -3.091959 -4.125888
N -2.132297 1.076614 0.740330
H -1.235646 -3.736255 3.701361
C -1.797527 -1.172351 1.572439
C 0.869001 -2.179896 -3.670641
H 0.052177 -2.643097 -1.656274
H -0.831797 -3.386950 -3.002291
C 2.686650 1.151121 3.081863
C 1.587490 1.827577 1.006423
H 4.502896 0.025355 2.855483
O 1.290465 -0.635176 -0.863040
O 1.398940 1.420967 -2.041589
H -3.970880 1.983594 0.311429
H -3.086957 1.407151 -1.114384
C -1.883721 1.800595 2.011486
S -1.445068 -1.138109 -2.749251
C -2.984542 1.901314 -0.153615
H -0.357725 -1.785400 -5.411212
H -3.084551 -2.359515 2.805229
S 2.233148 0.485062 -1.344595
O 3.424783 -0.010314 -1.949848
H -1.320265 2.706843 1.817338
H 0.979688 2.440310 2.958218
C -0.525567 -0.179167 -3.968785
H 1.056511 -0.744262 -5.309639
H -2.851131 2.067470 2.444694
C 0.281407 -2.677384 2.620368
C 0.574464 -1.676293 1.699709
S 0.768488 3.363513 0.339229
C -2.809641 -0.228676 1.001724
C 3.675119 0.506460 2.351219
C 0.284280 -1.234634 -4.718924

Cartesian forces (eV/Å) of the 6 atoms listed first:
H -0.02 0.00 -0.01
C 0.16 -0.07 0.08
H 0.10 0.07 0.08
C 0.38 -0.29 -0.10
H -0.01 -0.01 0.00
C -0.08 0.07 0.07

Values from the calculation:
Frontier orbital gap (spin up / spin down) = 5.96 / 5.96 eV
ΔE to the lowest compared entry with this formula, charge and spin = 58.5 kcal per mole
Energy = -71889.9908 eV
Charge = +1

No. 2
Below is a structure of composition C19H25AuN8OPS, with properties calculated with wB97M-V/def2-TZVPD.

Element x y z (Å)
C -1.799297 -2.528585 3.419677
C 2.410007 3.124590 -2.844907
C -4.138146 3.082871 1.947347
C -1.673433 2.585013 3.143448
H 2.766097 3.780829 -3.640252
N 3.580968 2.567691 -2.165426
H -3.250141 -4.049612 2.999582
H -3.515670 1.680932 0.435352
H 3.998787 -0.787280 -2.308173
H 1.831827 3.720189 -2.136750
H -1.469746 -2.987378 4.342469
C 3.115289 -0.311000 -2.738811
C -2.650783 -1.353269 1.038012
H 2.519549 -1.093792 -3.213771
N 0.787854 -3.153178 0.710971
H -1.280667 -6.534720 0.364367
H 0.195885 0.580959 -2.874119
H -2.277490 4.006771 4.629635
H 1.712547 0.512536 -4.785619
C 4.323590 1.734519 -3.112809
C 2.341037 1.294958 -4.357916
N -0.290269 -4.869049 0.305448
C -3.222347 -2.539105 1.474847
H 4.700724 2.383728 -3.903721
H 2.690055 1.940412 -5.165070
H -0.704479 2.396615 3.589329
H 5.174761 1.280825 -2.602554
C -2.048768 1.932854 1.981120
C -3.269407 2.176876 1.365032
C -1.669979 -0.758523 1.816062
O -1.130159 0.805628 -0.222875
H 2.331355 -4.181525 1.770824
H -2.124623 -5.202237 -0.260191
C 0.859191 1.321920 -2.425170
N 0.745009 -5.336675 0.967533
H -4.011272 -3.001490 0.894281
N 3.513670 0.682739 -3.729688
Au 1.419602 -1.240720 -0.037263
N -0.316997 -3.600726 0.111671
H 2.697769 2.526349 -0.265651
H -2.942929 -0.893163 0.103054
H -0.456370 -0.858100 3.587734
N -1.247766 -5.709563 -0.223264
P 2.107094 0.450254 -1.389145
N 1.543985 2.110897 -3.444590
H -4.468059 4.438097 3.575980
C -2.797137 -3.127007 2.660098
C -1.230866 -1.334755 2.998550
H 4.101472 1.471006 -0.436830
C -2.556884 3.487785 3.723070
S -0.920937 0.766344 1.262095
H 0.240198 1.960349 -1.796633
C -3.783914 3.730530 3.127122
C 1.417989 -4.220967 1.204056
C 3.214539 1.848804 -0.949006
H -5.092316 3.288551 1.481438

Cartesian forces (eV/Å) of the 6 atoms listed first:
C 0.01 -0.03 0.00
C -0.04 0.05 0.00
C 0.01 0.01 0.01
C -0.06 0.01 0.03
H 0.00 0.00 0.00
N 0.03 0.00 0.03

Values from the calculation:
Frontier orbital gap = 8.75 eV
ΔE to the lowest compared entry with this formula, charge and spin = 0.0 kcal per mole
Energy = -57885.5859 eV
Charge = +1

No. 3
Below is a structure of composition C19H25Cl2N4O2V, with properties calculated with wB97M-V/def2-TZVPD.

Element x y z (Å)
H -0.809940 -1.570174 3.411997
H 3.329556 -0.144441 -0.526213
N -0.473883 1.368397 -1.543057
C 2.934155 -1.154124 -0.418195
C -1.976125 0.732615 1.175627
H 1.387882 4.638742 0.263208
C -0.072074 2.711166 -1.040514
H 2.107340 1.008891 -2.316555
H -4.446311 -1.589755 1.152793
H 3.053735 -1.591397 -2.529372
H -0.311607 0.701373 2.548007
H 3.456161 1.890660 2.845798
H -1.821714 1.771130 0.904015
C -1.966120 -3.327790 -1.469568
C 0.028582 1.067656 -2.924839
H 3.739128 -1.796468 -0.062542
O -0.432837 -2.229016 0.078394
Cl -0.918229 -3.664131 -2.887376
N 1.158108 1.295810 0.461387
H 1.750411 0.104468 -3.790316
C -1.445271 -1.116184 2.661063
N 1.825166 -1.118185 0.582879
C 2.061830 1.077536 1.456003
H 0.334349 3.315398 -1.851024
Cl -2.055049 -4.661073 -0.365869
V 0.035264 -0.282913 -0.206003
H 0.094019 1.978686 -3.516118
H 0.487249 -1.429362 -2.517163
C 2.738505 2.103420 2.063633
H 1.582310 -2.078034 0.829214
C 0.934530 2.562919 0.053695
C -1.111987 0.120049 2.107108
C 2.223591 -0.369303 1.803824
O -1.447641 -0.958965 -1.324782
H -0.949265 3.243218 -0.671484
C 2.342219 -1.655384 -1.706639
H -1.489987 1.331513 -1.578697
H 1.574778 -0.652819 2.631676
H -2.912257 -2.677559 2.759196
H 3.247030 -0.605213 2.092063
C 2.493747 3.409822 1.646254
C -3.171497 0.104930 0.828609
C 1.365341 0.378660 -2.807923
H -2.951850 -3.075226 -1.846363
C -2.636809 -1.734714 2.302421
C 1.587032 3.636677 0.622906
H 2.031499 -2.695887 -1.611555
H -3.867366 0.592303 0.156228
C -1.290278 -2.136436 -0.845851
C -3.497339 -1.124042 1.392365
H -0.690732 0.409121 -3.409013
H 3.018050 4.237483 2.106945
N 1.127066 -0.837413 -1.983944

Cartesian forces (eV/Å) of the 6 atoms listed first:
H 0.00 0.01 0.00
H -0.01 0.04 0.04
N 0.06 -0.21 0.13
C -0.07 0.02 -0.08
C 0.07 0.01 0.14
H 0.01 -0.02 0.02

Values from the calculation:
Multiplicity = 2
<S²> = 0.773
Frontier orbital gap (spin up / spin down) = 6.46 / 7.20 eV
ΔE to the lowest compared entry with this formula, charge and spin = 0.0 kcal per mole
Energy = -80872.1096 eV
Charge = +3

No. 4
Below is the molecule C19H25ClN4O7S, with properties calculated with wB97M-V/def2-TZVPD.

Element x y z (Å)
H 6.103228 3.201154 -1.960139
O -0.794414 -1.321911 -1.649616
N 3.276842 0.695550 -0.034355
N -1.298026 -2.373949 0.590165
C 4.801515 4.549187 -0.864579
O -0.440581 0.034107 0.355138
H -2.450858 1.408360 0.608284
C -4.547166 1.237577 0.184905
C -3.897441 -1.257991 -0.869116
H 4.553254 -1.313283 -1.332726
H -1.919956 -1.266640 2.210498
H 4.270924 4.558214 0.084093
H -7.520084 0.413634 -1.010396
H -0.287598 -1.938955 2.398647
O 1.516671 -4.126466 1.247454
Cl -3.481950 -2.787707 -1.504779
C 3.462617 -1.350609 -1.343723
H 3.320777 0.672680 -2.107858
C 2.915428 0.080350 -1.288671
H 4.374702 -1.391669 1.306036
H 1.034149 -1.907535 -0.930623
C 2.989585 -2.166258 -0.140501
H -5.977064 -1.443497 -1.345464
C -0.542569 -3.525251 0.135392
O 4.657290 2.123334 -1.084135
H 4.084691 4.673127 -1.673013
O 4.550778 2.119352 1.178144
H 3.505846 -3.135274 -0.109467
O -8.351913 2.514933 0.017891
H 3.144527 -1.832017 -2.269690
C -3.234186 0.790887 0.200377
H 5.507548 5.374656 -0.883115
C -7.238481 2.071865 0.142569
C 2.752417 0.008850 1.127172
H -1.707120 -3.005571 2.521837
H -0.695818 -3.606944 -0.941885
C 5.548921 3.232037 -1.019189
C 4.190731 1.675863 0.111441
C -6.183468 2.703074 1.042164
N -6.835524 0.919348 -0.462405
C -2.914206 -0.447493 -0.326884
C -5.214764 -0.820936 -0.905032
C -5.540087 0.425335 -0.389186
C 3.292444 -1.420034 1.167104
C -1.293183 -2.134321 2.015702
C 0.959896 -3.413591 0.437246
H 1.821520 0.077104 -1.361967
H 3.066356 0.563535 2.012376
N 1.571473 -2.455342 -0.274780
O -4.837069 2.468208 0.673292
H 6.234590 3.089715 -0.177361
H 1.660049 0.011342 1.064121
H -6.318308 3.786804 1.048408
S -1.201767 -0.979882 -0.315526
H 2.855597 -1.969042 2.001044
H -0.938090 -4.414778 0.632246
H -6.362675 2.326773 2.062430

Cartesian forces (eV/Å) of the 6 atoms listed first:
H -0.04 -0.02 0.13
O -0.08 -0.24 -0.08
N -0.16 0.03 -0.13
N 0.15 0.79 -0.61
C 0.04 -0.43 -0.02
O -0.29 0.13 0.26

Values from the calculation:
SMILES = CCOC(=O)N1CCC(NC(=O)CN(C)S(=O)(=O)c2cc3c(cc2Cl)NC(=O)CO3)CC1
Frontier orbital gap = 8.98 eV
ΔE to the lowest compared entry with this formula, charge and spin = 0.0 kcal per mole
Energy = -63760.6777 eV
Charge = 0

No. 5
Below is a structure of composition C19H25GaN2O5S2, with properties calculated with wB97M-V/def2-TZVPD.

Element x y z (Å)
H -1.049369 -2.446176 0.866079
C 0.621047 -2.563770 -0.506701
H 0.380050 2.615604 4.878731
O 0.871200 -1.146475 -0.658246
C 1.866106 0.492071 -2.018979
C 5.422421 -3.585524 1.043753
N 0.278456 5.246353 5.060921
H 1.768542 1.122721 -2.904915
C 0.475747 1.493387 3.099925
C 0.023078 2.554276 1.093932
C 0.003155 -2.740305 0.860586
C 4.108351 -1.686923 1.701486
H -0.443574 4.635217 1.180864
H 4.791286 -3.638301 4.376236
C 4.765929 -3.311868 3.343593
H -0.094993 -2.904202 -1.254610
C 6.280503 -5.237771 2.675630
H 3.604322 -1.557636 3.780806
H 4.899128 -5.874874 3.852673
H -0.126448 2.461821 0.029489
C 4.735172 -2.431232 0.708537
S -0.819614 6.436404 2.993631
H 0.964246 -1.321787 -2.736247
H 1.571435 -3.081502 -0.634850
H 1.222051 -1.597758 3.730740
H 2.512263 2.965658 -1.692635
C 2.653595 2.354103 -0.801998
C -0.155632 5.178266 3.795023
C 4.101226 -2.138033 3.014219
C 0.611833 -2.286225 3.155398
O 7.340244 -5.406226 2.156125
O 1.689394 1.271535 -0.833449
H 4.716275 -2.084240 -0.316538
H 1.015656 -3.292682 3.253781
H 0.084830 -3.779286 1.181276
H 0.183633 6.123903 5.548631
O 0.714507 -1.888052 1.769496
H 0.710480 0.576073 3.620208
C 5.432425 -4.033148 2.360123
H 5.970762 -4.142816 0.296238
H -0.429173 -2.252441 3.476355
H 0.726319 4.491185 5.547224
C -0.003232 3.841037 3.120422
C -0.164124 3.751160 1.737858
H 3.660487 1.939926 -0.770801
C 0.794198 -0.553915 -1.983704
Ga 1.358718 -0.074174 0.968053
O 5.793544 -6.107416 3.579169
N 0.370950 1.427525 1.753819
H 2.863001 0.040014 -2.002126
H -0.201133 -0.127604 -2.110859
C 0.297138 2.660257 3.803018
H 2.468510 2.946999 0.090165
S 3.528037 -0.040345 1.288486

Cartesian forces (eV/Å) of the 6 atoms listed first:
H 0.01 -0.04 -0.03
C -0.14 -0.04 0.01
H 0.00 0.00 0.01
O -0.48 0.09 0.21
C 0.13 -0.08 0.03
C -0.11 -0.03 -0.01

Values from the calculation:
Frontier orbital gap = 6.84 eV
ΔE to the lowest compared entry with this formula, charge and spin = 20.8 kcal per mole
Energy = -107358.7837 eV
Charge = +2

No. 6
Below is a cluster of 2 separate species, C19H25N2O10S in total, with properties calculated with wB97M-V/def2-TZVPD.

Element x y z (Å)
O 0.122809 2.062395 1.902679
C -3.167776 0.554855 0.768164
N 5.390383 0.111927 -1.530197
H -1.423435 -0.037590 1.876603
H -6.636232 -0.143332 1.942891
C -7.806873 -0.783019 0.241246
H -3.888183 1.378001 0.786364
C 2.522967 -0.571371 -0.226308
H 3.424666 -0.634594 2.201512
H -6.534031 -2.371106 -2.494223
N 4.027067 -1.185459 1.616058
H -4.435271 -2.078383 -1.187754
H -8.744997 -0.415669 0.645428
C -1.906318 1.351310 -1.160168
H 1.857738 -1.388597 0.057883
H -8.695663 -1.544553 -1.573249
C 3.962600 -0.928261 0.171760
C -1.510258 1.056443 -2.615429
O -2.748141 0.317660 -0.590418
H 4.073420 -2.249197 4.092015
C 4.983714 -1.902338 2.196190
H -1.558720 2.882653 1.010783
H 4.949323 -0.591371 -2.119905
H 5.840710 -2.485291 4.052376
C -5.383224 -1.723434 -0.791657
O 5.204391 1.131259 0.466061
H 0.926815 1.835484 -1.461585
O 1.696469 0.646034 -2.106099
O 3.006961 -1.100890 -2.502569
O -1.439218 1.994739 -3.397999
C -5.410694 -1.100227 0.459863
H -0.192386 0.455651 -0.231117
C -0.638948 1.453957 -0.301906
H -2.440451 2.305790 -1.146147
O -2.449970 1.415211 2.955455
H 6.976644 1.483289 -1.438519
O 5.805728 -2.571634 1.584049
O -1.237416 -0.223620 -2.965103
H 6.800609 0.627572 -2.990479
H 0.812332 2.474910 1.341112
C 6.262027 1.093878 -2.165579
C -7.778991 -1.418822 -1.005084
C -1.990046 0.884702 1.704848
C -6.565415 -1.885821 -1.523468
O 0.347508 2.357100 -0.820895
H -1.672004 1.745160 3.444113
S -3.946804 -0.976124 1.427874
H 4.241879 -1.840432 -0.359378
C 4.927606 0.189479 -0.277755
H 2.217726 0.324736 0.317156
C -1.048028 1.916676 1.090074
C -6.622779 -0.625755 0.970477
C 5.015020 -1.866879 3.704696
H -0.732929 -0.155150 -3.789551
C 2.389716 -0.329591 -1.735082
H 5.654608 1.915998 -2.547200
H 5.163756 -0.838357 4.027097

Cartesian forces (eV/Å) of the 6 atoms listed first:
O -0.31 -0.04 -0.06
C 0.23 -0.01 -0.31
N 0.29 -0.87 -0.68
H 0.07 -0.02 -0.02
H 0.02 -0.05 -0.10
C 0.42 -0.18 -0.19

Values from the calculation:
Frontier orbital gap = 8.41 eV
Energy = -54403.0919 eV
Charge = -1